ORCA calculation (the ωB97M-V functional and the def2-TZVPD basis) on C31H41GaGeN3O2PSe as an isolated structure at a distorted geometry.

Its net charge is 0. As for the total energy: -8265.134320 hartree. Its frontier orbital gap is 6.96 eV.

Positions of all 81 atoms, in Å:
Ga 9.85 8.95 12.57
N 9.65 8.95 14.89
C 8.84 7.73 15.26
C 8.31 7.03 14.04
O 7.38 6.28 14.08
O 9.02 7.32 12.88
H 10.62 8.85 15.18
H 9.28 9.82 15.31
H 8.00 7.97 15.93
H 9.47 7.04 15.84
N 9.71 9.39 10.75
P 10.49 9.90 9.47
C 11.89 11.04 9.74
C 13.24 10.78 9.45
C 14.25 11.64 9.89
C 13.91 12.76 10.62
C 12.58 13.08 10.86
C 11.58 12.23 10.41
C 9.52 10.86 8.32
C 8.17 11.19 8.56
C 7.48 12.06 7.74
C 8.16 12.63 6.66
C 9.46 12.30 6.35
C 10.13 11.40 7.18
C 11.09 8.53 8.45
C 12.13 7.75 8.97
C 12.57 6.60 8.30
C 12.00 6.27 7.09
C 11.03 7.03 6.49
C 10.62 8.18 7.17
H 13.53 9.93 8.80
H 15.29 11.46 9.64
H 14.69 13.46 10.92
H 12.29 13.99 11.38
H 10.54 12.53 10.56
H 7.67 10.73 9.42
H 6.44 12.36 7.90
H 7.63 13.38 6.03
H 9.93 12.77 5.48
H 11.14 11.10 6.91
H 12.67 8.08 9.86
H 13.27 5.91 8.79
H 12.34 5.35 6.63
H 10.60 6.77 5.53
H 9.82 8.81 6.70
C 12.34 11.08 13.91
C 12.80 9.77 13.42
C 14.09 9.32 13.20
C 14.01 8.03 12.69
C 12.67 7.66 12.65
C 12.09 6.32 12.26
N 11.93 8.73 13.09
H 13.17 11.79 13.89
H 12.02 11.06 14.95
H 11.54 11.48 13.28
H 14.99 9.91 13.35
H 14.83 7.39 12.40
H 12.92 5.65 12.03
H 11.48 6.47 11.37
H 11.44 5.90 13.04
C 6.13 12.85 15.56
Ge 7.28 13.86 14.34
C 6.30 15.43 13.65
C 8.97 14.41 15.11
C 7.56 12.80 12.71
Se 7.95 11.03 13.26
C 6.34 9.97 12.54
H 5.66 13.50 16.31
H 6.74 12.11 16.09
H 5.33 12.33 15.02
H 6.20 16.16 14.49
H 5.31 15.15 13.27
H 6.93 15.86 12.88
H 8.84 15.07 15.98
H 9.61 14.94 14.40
H 9.51 13.51 15.43
H 8.43 13.16 12.14
H 6.69 12.84 12.04
H 5.59 10.73 12.24
H 5.97 9.33 13.37
H 6.70 9.36 11.71

Mulliken population analysis, charges in e, atoms 1 to 5: Ga -0.14; N -0.44; C -0.49; C 0.50; O -0.64